Record 1
The following is a quantum chemistry calculation of a cluster of 2 separate species, C2HClN2O2 in total, from OMol25.

Structure (ORCA input):
```
! RIJCOSX wB97M-V def2-TZVPD def2/J DEFGRID3
* xyz 0 1
C 0.4875 -0.9119 0.5596
C -0.5194 -0.2853 -0.1112
N 1.4751 -1.4375 0.9372
N -0.7981 1.1147 0.0918
O -1.8238 1.4646 -0.4363
O -0.0114 1.7335 0.7597
Cl 2.6460 -0.7453 -1.3305
H -1.4559 -0.9327 -0.4702
*
```

Values from the calculation:
HOMO-LUMO gap (alpha / beta): 0.2805 / 0.3139 hartree
E_HOMO (alpha / beta): -11.28 / -12.01 eV
energy: -796.74789 a.u.
energy above the lowest of the compared OMol25 structures with the same formula, charge and spin: 6.751 eV
LUMO energy (alpha / beta): -3.6 / -3.5 eV

=====

Record 2
The following is a quantum chemistry calculation of a structure of composition C2HClN2S, from OMol25.

Structure (ORCA input):
```
! RIJCOSX wB97M-V def2-TZVPD def2/J DEFGRID3
* xyz 0 1
C 0.8403 -0.7954 -1.0855
C 1.5440 0.1273 -0.6854
N -1.8023 -0.7163 0.6949
N -2.8278 -0.5005 1.0960
S 2.0255 1.5717 -0.1822
Cl -0.1531 2.0266 1.2872
H 0.3733 -1.7134 -1.1251
*
```

Values from the calculation:
HOMO-LUMO gap (alpha / beta): 0.2415 / 0.2403 hartree
E_HOMO (alpha / beta): -9.84 / -9.76 eV
energy: -1044.59666 a.u.
energy above the lowest of the compared OMol25 structures with the same formula, charge and spin: 1.624 eV
LUMO energy (alpha / beta): -3.3 / -3.2 eV

=====

Record 3
The following is a quantum chemistry calculation of a cluster of 2 separate species, C2HClNO in total, from OMol25.

Structure (ORCA input):
```
! RIJCOSX wB97M-V def2-TZVPD def2/J DEFGRID3
* xyz 1 1
C -2.4578 -0.0657 0.1210
C 2.5051 0.1575 -0.1781
N -1.3499 -0.3265 -0.0311
O 3.3747 0.8413 -0.3434
Cl 1.3686 -0.8117 0.1183
H -3.4406 0.2051 0.3133
*
```

Values from the calculation:
HOMO-LUMO gap: 0.4062 hartree
E_HOMO: -16.82 eV
energy: -666.62918 a.u.
energy above the lowest of the compared OMol25 structures with the same formula, charge and spin: 0.301 eV
LUMO energy: -5.8 eV

=====

Record 4
The following is a quantum chemistry calculation of the molecule C2HClO4, from OMol25.

Structure (ORCA input):
```
! RIJCOSX wB97M-V def2-TZVPD def2/J DEFGRID3
* xyz 0 1
C -2.4073 0.2721 -0.5358
C -1.0534 -0.3265 -0.0017
O -2.5741 0.2664 -1.7256
O -3.2233 0.5888 0.4204
O -2.6362 0.3520 1.6250
O -0.0188 0.3822 -0.1952
Cl -0.8719 -2.0145 0.0505
H 0.7647 0.1009 0.3245
*
```

Values from the calculation:
HOMO-LUMO gap (alpha / beta): 0.2686 / 0.2689 hartree
E_HOMO (alpha / beta): -8.94 / -8.94 eV
energy: -837.76679 a.u.
energy above the lowest of the compared OMol25 structures with the same formula, charge and spin: 6.811 eV
LUMO energy (alpha / beta): -1.6 / -1.6 eV

=====

Record 5
The following is a quantum chemistry calculation of a structure of composition C2HCuFO2, from OMol25.

Structure (ORCA input):
```
! RIJCOSX wB97M-V def2-TZVPD def2/J DEFGRID3
* xyz 1 3
C -0.7186 0.1246 0.3301
C 0.6611 0.1416 0.5843
O 1.5273 -0.0102 1.3617
O -1.1001 0.0101 -0.9130
Cu -1.9361 -0.3824 1.8036
H 0.2087 0.0300 -1.7632
F 1.3576 0.0863 -1.4035
*
```

Values from the calculation:
HOMO-LUMO gap (alpha / beta): 0.2944 / 0.2882 hartree
E_HOMO (alpha / beta): -14.59 / -16.95 eV
energy: -1967.14816 a.u.
energy above the lowest of the compared OMol25 structures with the same formula, charge and spin: 1.440 eV
LUMO energy (alpha / beta): -6.6 / -9.1 eV

=====

Record 6
The following is a quantum chemistry calculation of the molecule C2HF2N3, from OMol25.

Structure (ORCA input):
```
! RIJCOSX wB97M-V def2-TZVPD def2/J DEFGRID3
* xyz 0 1
F 2.3766 -0.4235 -0.0133
C 0.9927 -0.4678 -0.0304
N 0.1637 -1.5355 0.1616
N -1.1041 -1.1492 0.0524
N -1.0796 0.1305 -0.0518
C 0.1914 0.5787 -0.0253
F 0.3376 1.9811 0.1280
H -1.8784 0.8857 -0.2214
*
```

Values from the calculation:
HOMO-LUMO gap: 0.4063 hartree
E_HOMO: -10.54 eV
energy: -440.72155 a.u.
energy above the lowest of the compared OMol25 structures with the same formula, charge and spin: 0.000 eV
SMILES string: Fc1nn[nH]c1F
LUMO energy: 0.5 eV

=====

Which formula does entry 6 have? C2HF2N3